Record 1
C51H39BrN4O4W | ωB97M-V/def2-TZVPD

## Properties
Calculated total energy (Ha): -5127.6098
Lowest unoccupied orbital energy (alpha / beta) (hartree): -0.225 / -0.233
Kohn-Sham gap (alpha / beta) (eV): 6.9 / 6.9
Energy relative to the best compared isomer or geometry (same formula, charge and spin) (kcal/mol): 3.7

The geometry in ORCA input format:
```
! RIJCOSX wB97M-V def2-TZVPD def2/J DEFGRID3
* xyz 2 3
H 0.973 -2.466 -2.898
C 2.658 0.322 1.773
C 4.723 3.792 0.372
H 4.510 5.673 -0.637
C 2.097 1.072 4.454
C -1.596 0.513 4.381
C -3.087 -2.425 -4.254
O -1.205 -1.024 6.085
C -0.528 -2.166 -1.399
N 1.684 -0.371 -0.387
C -0.123 1.838 -4.752
H -4.679 1.116 -4.671
H 5.186 -1.438 -1.667
H -5.845 0.638 -2.490
O -0.784 -1.253 -0.343
C 1.032 1.913 -4.009
C 4.207 -1.160 -1.298
O -1.311 3.851 -0.448
C -0.094 -3.509 -0.796
C -4.791 0.463 -0.637
C 3.059 -1.526 -1.976
C -1.227 -0.773 4.781
C 1.748 1.970 3.450
H -2.606 1.648 -5.878
H 1.102 -2.601 0.742
C 4.003 4.868 -0.121
C 1.104 3.149 3.818
H -5.083 -3.022 -1.594
H 1.199 -6.872 0.636
H -0.324 -6.850 -1.310
C -0.919 2.831 -0.192
C -1.819 -2.317 -2.200
C -3.538 0.505 -0.023
H -0.965 -1.941 6.272
C -1.598 0.794 3.041
H 1.911 -4.733 1.656
C -1.292 1.197 -2.762
C 0.790 3.409 5.142
C 1.961 1.663 1.957
C 1.993 3.884 0.749
H 3.644 0.328 2.231
H 1.967 2.220 -4.454
N -2.425 0.755 -0.697
C 1.790 1.334 5.784
H 4.918 -0.268 0.516
C -3.730 1.151 -4.152
H 1.890 1.607 -2.045
H -5.177 -2.865 -4.064
C -4.885 0.665 -1.990
N -1.258 -0.073 2.069
H -3.112 -2.380 -5.335
H -5.666 0.267 -0.035
H 0.839 3.882 3.070
C 2.631 4.916 0.078
H 3.113 -2.136 -2.866
C -2.507 0.937 -2.046
C -1.880 -2.237 -3.587
C -4.243 -2.698 -3.543
Br -2.206 2.515 2.530
N -0.123 1.177 -2.057
C -0.476 -4.716 -1.369
H 0.258 -0.881 -2.963
C -2.591 1.440 -4.816
H 2.060 5.766 -0.272
H 4.678 1.952 1.435
H 2.064 -0.431 2.300
C 1.127 2.497 6.133
H -0.114 2.074 -5.809
C -4.189 -2.786 -2.156
H 5.797 3.754 0.247
H -3.435 0.331 1.037
H 0.891 2.703 7.169
H -2.943 -2.689 -0.415
C -0.966 -1.322 2.477
H -1.148 -4.727 -2.218
C -1.333 1.488 -4.126
C 0.775 -3.531 0.294
C 0.622 -1.643 -2.276
O 0.651 1.495 1.432
H -1.873 1.258 5.112
C 0.842 -5.933 0.236
H -0.684 -2.737 4.042
C 1.237 -4.733 0.809
H 0.292 4.335 5.400
C 0.997 1.575 -2.657
C 2.698 2.783 1.228
C -2.989 -2.596 -1.494
H 0.934 3.959 0.946
H 2.624 0.155 4.231
H -0.989 -2.066 -4.177
C 2.796 -0.146 0.353
C 4.059 -0.494 -0.100
C -3.719 0.910 -2.736
W -0.342 0.608 0.020
C -0.012 -5.920 -0.856
C -0.936 -1.715 3.794
C 1.815 -1.139 -1.505
H 2.083 0.625 6.548
H -0.742 -2.024 1.687
C 4.077 2.761 1.041
*
```

Results of the Löwdin charge analysis, in e, for atoms 1 through 6:
1 H 0.140
2 C -0.074
3 C -0.054
4 H 0.112
5 C -0.030
6 C -0.020

***

Record 2
C32H84N4O10 | ωB97M-V/def2-TZVPD

## Properties
SMILES: COC[C@H](C)N.COC[C@H](C)N.COCCNCCOC.COCCNCCOC.CC(C)O.CC(C)O.CC(C)O.CC(C)O
Calculated total energy (Ha): -2240.6993
Lowest unoccupied orbital energy (hartree): 0.011
Kohn-Sham gap (eV): 8.6
Energy relative to the best compared isomer or geometry (same formula, charge and spin) (kcal/mol): 100.8

The geometry in ORCA input format:
```
! RIJCOSX wB97M-V def2-TZVPD def2/J DEFGRID3
* xyz 0 1
H -17.259 -7.396 -1.942
H -28.438 -18.968 -12.707
O -17.326 -9.312 -2.088
C -30.924 -11.522 -6.667
H -29.515 -20.201 -1.850
H -24.579 -12.674 6.245
O -24.335 -8.633 4.795
H -23.678 -14.198 -6.021
N -32.888 -15.554 -8.353
C -24.111 -12.977 -3.857
H -28.858 -13.858 -0.866
H -32.727 -17.044 0.477
H -31.045 -20.606 -1.367
H -25.921 -20.437 -10.552
C -34.857 -17.347 -11.760
H -23.447 -13.835 -3.752
H -23.409 -11.779 6.910
C -33.830 -17.501 -9.600
O -30.983 -19.966 -3.411
H -25.561 -12.007 -8.337
H -32.203 -15.287 -6.367
C -28.087 -18.300 -11.920
H -31.977 -14.982 -0.091
H -29.627 -21.467 -3.752
H -21.256 -3.974 -13.487
H -20.148 -6.100 -13.537
N -31.778 -18.168 -0.842
O -23.787 -12.419 -7.125
H -31.765 -15.759 -1.650
C -30.635 -21.186 -4.057
H -23.484 -12.097 -4.004
H -23.491 -19.835 -1.607
C -31.414 -15.752 -0.618
C -24.671 -11.619 -7.843
C -23.108 -8.069 4.440
H -24.864 -19.642 2.290
H -29.204 -19.852 -9.765
H -33.757 -14.427 -6.893
H -33.990 -17.301 -12.418
H -32.949 -17.913 -10.092
H -30.594 -13.328 -0.465
C -30.548 -19.924 -2.057
H -20.052 -8.763 -1.723
H -34.666 -16.523 -7.915
H -21.144 -5.952 -14.877
H -26.955 -13.987 -5.147
C -32.742 -14.739 -7.140
C -27.669 -19.096 -10.761
H -29.665 -18.269 -0.937
N -23.734 -12.163 6.035
C -30.542 -18.457 -1.557
H -26.142 -18.924 1.186
H -19.443 -7.427 -0.754
H -31.651 -10.873 -7.156
C -24.305 -19.843 0.168
O -28.549 -20.213 -10.367
C -24.270 -19.198 -1.187
H -25.611 -12.089 -5.040
O -34.589 -16.738 -10.490
H -24.585 -12.856 -2.883
H -33.123 -14.995 -9.162
H -35.255 -18.362 -11.734
C -25.133 -13.065 -4.958
H -23.955 -18.158 -1.111
H -23.795 -9.414 6.595
H -30.449 -17.766 -2.395
H -27.324 -17.568 -12.182
C -19.184 -8.399 -1.174
H -25.909 -11.792 4.431
H -25.236 -21.474 0.770
H -33.154 -17.373 -7.471
H -34.501 -18.350 -9.473
H -30.970 -13.808 -8.158
H -25.344 -9.847 5.974
H -35.649 -16.716 -12.164
C -21.976 -4.768 -13.290
C -24.429 -13.458 -6.297
C -22.247 -4.907 -11.760
H -31.356 -21.968 -3.816
H -23.045 -10.909 4.570
C -33.645 -16.752 -8.221
H -25.116 -14.059 -6.893
H -32.452 -12.828 -8.115
H -16.663 -9.305 -2.782
H -30.130 -11.670 -7.399
H -25.153 -10.842 -7.249
H -19.011 -7.012 -3.795
C -29.929 -14.046 -0.944
C -18.048 -8.114 -2.166
C -31.720 -17.043 0.059
H -22.536 -8.745 3.805
H -21.402 -4.610 -11.139
O -23.142 -4.768 -14.064
H -22.263 -5.919 -11.357
H -25.499 -19.026 -11.340
H -27.500 -18.366 -9.970
H -24.606 -12.346 3.402
H -18.986 -9.057 -0.328
N -26.137 -13.987 -4.556
H -22.346 -7.798 5.171
H -24.958 -10.765 3.203
H -25.194 -19.325 -1.751
H -26.412 -13.980 -3.584
H -23.409 -7.211 3.839
C -31.843 -13.543 -7.562
H -24.738 -18.089 1.481
H -26.573 -20.217 -12.150
H -30.669 -21.234 -5.146
C -24.301 -9.723 5.681
C -24.948 -11.504 4.004
C -25.084 -19.116 1.361
H -23.231 -3.992 -14.621
O -24.991 -21.052 -0.057
C -18.674 -8.024 -3.571
H -17.945 -8.191 -4.364
H -19.398 -8.791 -3.845
O -31.415 -12.810 -6.373
H -23.297 -20.144 0.451
H -24.120 -11.114 -8.636
H -30.204 -14.066 -1.998
H -30.975 -17.288 0.816
O -30.072 -15.407 -0.502
C -21.206 -6.043 -13.792
H -21.785 -6.912 -13.482
H -30.505 -11.001 -5.806
H -23.188 -4.427 -11.489
H -29.028 -17.811 -11.668
C -26.354 -19.692 -11.220
H -32.542 -18.172 -1.503
C -23.976 -11.091 5.107
*
```

Results of the Löwdin charge analysis, in e, for atoms 1 through 6:
1 H 0.137
2 H 0.090
3 O -0.078
4 C -0.132
5 H 0.105
6 H 0.069

***

Record 3
C31H36AsCrN8OS2 | ωB97M-V/def2-TZVPD

## Properties
Calculated total energy (Ha): -5792.7233
Lowest unoccupied orbital energy (alpha / beta) (hartree): -0.107 / -0.111
Kohn-Sham gap (alpha / beta) (eV): 7.0 / 7.0
Energy relative to the best compared isomer or geometry (same formula, charge and spin) (kcal/mol): 0.0

The geometry in ORCA input format:
```
! RIJCOSX wB97M-V def2-TZVPD def2/J DEFGRID3
* xyz 1 5
C 1.828 -1.978 -0.435
O 0.531 1.241 0.924
C 0.157 2.039 3.131
H 3.042 3.030 4.604
C -2.939 -0.785 -3.948
N 1.274 -0.778 5.239
C -1.807 -0.490 -3.206
H 1.476 3.491 6.457
H -5.051 1.054 0.362
C -0.250 2.830 5.368
H -0.710 -3.737 -2.368
H -1.318 -5.520 0.723
H -2.433 -3.361 -2.497
N -0.963 -0.829 4.760
H 2.186 2.087 2.472
C -4.235 -0.411 -1.971
N -1.617 1.187 1.759
H -0.819 -0.516 -3.652
N 0.828 1.428 -2.184
N 2.856 1.596 -3.377
C 3.168 4.308 -5.853
C -0.324 1.453 1.855
H -4.061 1.036 1.833
C 1.108 3.080 5.527
C -0.725 2.314 4.174
H 4.936 -2.531 -1.624
Cr -0.275 0.348 -0.649
C 1.978 4.986 -5.664
S 0.610 -1.733 2.855
H -1.919 -4.935 -1.864
H 0.136 5.064 -4.565
C 2.548 2.742 -4.141
As -1.662 -3.116 -0.078
H 4.394 -0.434 -2.776
H 2.858 -1.964 4.589
H 1.025 -0.249 6.060
C -3.497 -3.626 0.395
C -1.682 -3.872 -1.894
H 3.031 -0.241 4.216
H 3.233 -0.814 5.889
C 2.425 -0.294 -1.887
C 1.995 0.993 -2.516
N -1.850 0.655 0.525
S 0.175 2.898 -2.728
C 3.045 -2.621 -0.606
H -4.693 -0.477 1.158
C 3.975 -2.062 -1.463
C 1.987 2.823 4.486
C 2.683 -0.957 4.962
C -3.039 0.365 0.106
H -1.779 2.128 4.032
H 1.751 5.864 -6.249
H -0.938 3.054 6.172
N 1.518 -0.848 -1.061
H -5.075 -0.990 -3.855
H -3.654 -3.493 1.465
H -1.151 -0.260 5.568
C -4.285 0.506 0.911
H 3.881 4.647 -6.591
H -0.528 -4.364 1.829
H 0.225 -4.775 0.282
C 0.306 -1.082 4.367
H -1.667 -0.877 4.044
C 1.514 2.304 3.290
H -2.849 -1.035 -4.994
C 1.068 4.536 -4.715
H 1.075 -2.372 0.235
C -3.059 -0.103 -1.294
H -5.181 -0.365 -1.456
H 3.748 1.173 -3.549
C -4.171 -0.756 -3.312
C -0.726 -4.607 0.787
N -1.852 -0.172 -1.916
H -4.204 -2.994 -0.143
C 1.351 3.419 -3.948
C 3.451 3.180 -5.094
H -3.679 -4.668 0.133
H 4.379 2.643 -5.241
H 3.246 -3.534 -0.066
C 3.663 -0.876 -2.116
*
```

Results of the Löwdin charge analysis, in e, for atoms 1 through 6:
1 C -0.119
2 O -0.139
3 C -0.156
4 H 0.107
5 C -0.040
6 N -0.048

***

Record 4
C34H29EuN4O5SSe2SiTe2 | ωB97M-V/def2-TZVPD

## Properties
Calculated total energy (Ha): -8645.4005
Lowest unoccupied orbital energy (alpha / beta) (hartree): 0.041 / 0.041
Kohn-Sham gap (alpha / beta) (eV): 3.7 / 3.7
Energy relative to the best compared isomer or geometry (same formula, charge and spin) (kcal/mol): 0.0

The geometry in ORCA input format:
```
! RIJCOSX wB97M-V def2-TZVPD def2/J DEFGRID3
* xyz -1 8
Te 3.792 -22.132 8.498
H -0.247 -17.046 2.267
N 8.173 -17.700 4.484
H 9.192 -17.077 8.658
C 6.236 -17.569 0.785
H 7.890 -18.241 8.534
C 1.594 -17.333 -0.566
H 1.319 -22.706 3.920
C 6.606 -22.320 4.794
C 5.710 -18.251 1.900
H 6.230 -24.954 2.717
C 2.093 -15.268 4.358
H 10.210 -18.242 3.977
C 2.024 -16.087 0.006
H 4.282 -15.252 4.348
H 8.004 -16.358 0.103
H 0.631 -18.465 6.230
C 7.268 -21.679 5.977
H -0.013 -14.997 4.349
H 5.739 -17.659 -0.197
C 7.515 -16.974 0.922
Eu 4.730 -19.402 5.455
C 5.958 -24.115 3.338
O 2.223 -22.877 3.653
C 2.329 -12.519 4.726
H 1.080 -19.426 -0.228
H 2.005 -15.133 -0.528
C 3.456 -13.306 4.639
C 1.044 -13.151 4.553
C -0.099 -18.125 5.483
H -2.639 -17.505 2.643
H 7.571 -16.512 8.209
H 3.969 -24.004 2.541
H 2.121 -19.399 2.067
H -1.828 -18.746 6.656
O 3.080 -17.869 4.949
C 0.954 -14.502 4.383
C 7.539 -17.703 3.204
H 7.895 -24.096 4.435
H 2.983 -15.202 1.695
O 2.767 -20.719 4.299
C 9.527 -17.917 4.732
H 2.363 -11.401 4.879
C 1.507 -18.505 0.193
O 8.142 -22.518 6.588
C 3.088 -21.844 3.989
H -3.470 -18.303 4.881
Se 5.594 -23.783 8.141
C 2.387 -17.282 2.069
H 0.134 -12.538 4.515
H 10.725 -17.719 6.556
Si 2.086 -17.112 3.968
N 8.562 -17.518 6.682
C 0.345 -17.664 4.227
C -1.950 -17.638 3.450
H 4.784 -18.826 1.865
C -2.400 -18.083 4.707
C 3.334 -14.663 4.442
C 2.028 -18.496 1.470
H 1.398 -17.374 -1.634
S 6.015 -16.909 6.071
C 6.958 -23.576 4.212
C -1.458 -18.372 5.684
O 7.006 -20.522 6.325
N 5.456 -21.670 4.443
C 4.475 -22.376 3.873
Te 4.732 -19.700 9.247
Se 2.794 -18.416 8.736
C 2.510 -16.122 1.306
H 4.458 -12.881 4.793
C 9.763 -17.753 6.035
H 9.176 -16.737 2.283
C 8.193 -17.153 2.120
H 7.625 -23.024 7.279
C 8.274 -17.341 8.108
C -0.591 -17.475 3.209
C 7.556 -17.483 5.695
C 4.709 -23.555 3.171
N 6.298 -18.235 3.128
*
```

Results of the Löwdin charge analysis, in e, for atoms 1 through 6:
1 Te -0.062
2 H 0.099
3 N 0.000
4 H 0.095
5 C -0.045
6 H 0.064

***

Record 5
C6H16ClN4O3P | ωB97M-V/def2-TZVPD

## Properties
Calculated total energy (Ha): -1484.2466
Lowest unoccupied orbital energy (hartree): -0.021
Kohn-Sham gap (eV): 6.2

The geometry in ORCA input format:
```
! RIJCOSX wB97M-V def2-TZVPD def2/J DEFGRID3
* xyz 0 1
C -1.193 -0.020 -0.790
C -1.935 -1.045 0.055
N -1.257 -2.338 0.059
Cl 0.794 -2.539 -1.683
P 0.803 1.912 -0.620
H 2.386 0.997 1.568
H 3.077 -0.451 2.263
H -1.948 -0.688 1.093
N -0.032 0.397 0.049
H -0.499 0.771 0.887
H 2.624 -1.789 0.356
H 2.167 1.703 -0.909
N -4.110 -0.148 0.059
C 0.745 -0.840 0.526
H 0.608 -0.903 1.608
H -1.823 0.861 -0.923
H -1.558 -2.810 -0.789
C 2.962 0.099 1.329
H 0.653 -2.927 0.610
H 3.934 0.426 0.966
H -0.959 3.993 -0.024
H 0.677 2.668 0.571
N 0.159 2.548 -1.857
H -0.636 2.142 -2.319
C 2.249 -0.767 0.290
O -5.203 -0.395 -0.157
H 2.461 -0.451 -0.729
C 0.185 -2.172 -0.016
H -0.878 -0.352 -1.776
O -3.249 -1.272 -0.378
O -1.201 3.388 0.683
*
```

Results of the Löwdin charge analysis, in e, for atoms 1 through 6:
1 C -0.119
2 C -0.387
3 N 0.018
4 Cl 0.666
5 P 0.756
6 H 0.059

***

Record 6
C3H5N3O | ωB97M-V/def2-TZVPD

## Properties
SMILES: Nc1nc(O)c[nH]1
Calculated total energy (Ha): -356.7744
Lowest unoccupied orbital energy (hartree): 0.025
Kohn-Sham gap (eV): 8.8
Energy relative to the best compared isomer or geometry (same formula, charge and spin) (kcal/mol): 52.1

The geometry in ORCA input format:
```
! RIJCOSX wB97M-V def2-TZVPD def2/J DEFGRID3
* xyz 0 1
H 2.740 -1.181 -0.105
H 0.998 0.751 -1.537
C -0.693 -0.159 0.341
H -2.718 -0.254 0.400
H -1.254 1.796 -0.168
C 0.827 1.289 -0.535
N 0.443 -0.855 0.352
O 2.640 -0.228 -0.215
H -1.902 -1.649 0.904
N -1.881 -0.644 0.810
C 1.343 0.053 -0.095
N -0.543 1.081 -0.152
*
```

Results of the Löwdin charge analysis, in e, for atoms 1 through 6:
1 H 0.117
2 H 0.137
3 C -0.462
4 H 0.098
5 H 0.138
6 C -0.095

***

Record 7
C17H14Cl2N3O2Zn | ωB97M-V/def2-TZVPD

## Properties
Calculated total energy (Ha): -3670.5889
Lowest unoccupied orbital energy (hartree): -0.113
Kohn-Sham gap (eV): 7.3

The geometry in ORCA input format:
```
! RIJCOSX wB97M-V def2-TZVPD def2/J DEFGRID3
* xyz 1 1
N -3.000 0.779 1.994
N 0.720 0.635 -1.729
Cl 3.793 -2.684 -4.163
H 1.917 0.874 0.615
O -0.982 -1.342 -1.011
C 1.363 0.582 1.499
H -2.165 -0.930 1.152
H 3.045 0.684 2.811
H -5.212 1.947 0.831
C -4.277 2.502 0.903
C 1.476 -3.258 -2.910
H 3.986 -0.089 -3.641
Cl -0.760 -4.188 -1.708
C 0.068 -1.645 -1.735
H 1.696 -0.030 4.790
C -0.114 -0.181 3.642
C 2.387 -2.283 -3.247
C 0.339 -2.947 -2.156
C 1.564 1.609 -2.012
C -3.131 1.536 0.902
H -4.200 3.163 0.045
C 1.991 0.471 2.726
N 0.065 0.338 1.329
C 2.764 1.387 -2.690
C 0.998 -0.634 -2.121
O -2.371 1.457 -0.074
H -4.300 3.090 1.817
C -0.673 -0.046 2.376
Zn -0.819 0.392 -0.519
C 2.179 -0.942 -2.854
H 3.434 2.212 -2.874
H 1.298 2.606 -1.682
H 1.636 -4.279 -3.223
C 1.238 0.076 3.820
H -3.669 0.913 2.740
H -0.719 -0.498 4.474
C -2.123 -0.379 2.100
H -2.510 -1.014 2.898
C 3.068 0.115 -3.114
*
```

Results of the Löwdin charge analysis, in e, for atoms 1 through 6:
1 N 0.106
2 N 0.020
3 Cl 0.731
4 H 0.109
5 O -0.176
6 C -0.080